1.
C7H8N2O2 | wB97M-V/def2-TZVPD

```
19
Properties=species:S:1:pos:R:3:nbo_charge:R:1
C 1.5773 0.7584 0.0129 0.058
C 0.2538 0.2108 -0.1311 -0.159
C -0.5749 0.5870 -1.2381 -0.140
C -1.8809 -0.0311 -1.3296 -0.313
C -2.2842 -0.9280 -0.4184 0.313
C -1.4728 -1.3657 0.5559 -0.369
C -0.2424 -0.8986 0.7448 0.377
H 4.0307 1.9017 1.7967 0.378
H 3.7805 2.2892 0.0688 0.338
H 2.0822 1.2264 -1.0611 0.077
H -0.1723 1.3167 -1.8192 0.211
H -2.5186 0.3810 -2.3037 0.212
H -4.0896 -1.2164 -1.4036 0.489
H -1.7429 -2.1084 1.2237 0.217
H 0.2787 -1.8738 2.2636 0.476
N 3.5608 1.5137 0.8461 -0.641
N 2.3426 0.9681 0.9534 -0.217
O -3.5146 -1.5351 -0.4995 -0.674
O 0.5867 -1.1956 1.7385 -0.634
```

Output
HOMO level = -7.727 eV
M = 152.15 g/mol
Kohn-Sham gap = 8.43 eV

2.
C7H8N2O2S | wB97M-V/def2-TZVPD

```
20
Properties=species:S:1:pos:R:3:nbo_charge:R:1
C -1.6092 1.2741 0.8505 0.260
C 2.9944 0.7989 0.1971 -0.333
C 2.7824 -0.5327 0.5673 -0.377
C 1.9265 1.2080 -0.5502 0.393
C 1.6280 -0.9333 -0.0219 0.426
C -2.6409 -0.6799 -0.3557 -0.617
C -1.3752 0.0298 0.1204 -0.442
N -1.6820 2.3012 1.3005 -0.290
N 1.1314 0.0892 -0.7152 -0.534
O 1.5135 2.3938 -1.1170 -0.673
O 1.0776 -2.1851 0.0189 -0.675
S -0.3881 0.1279 -1.4464 0.487
H 3.8009 1.4296 0.6068 0.228
H 3.3612 -1.1447 1.1560 0.212
H -3.2086 -0.0820 -0.9718 0.217
H -2.2799 -1.5440 -0.9935 0.239
H -3.4055 -0.8823 0.4967 0.233
H -0.7455 -0.5745 0.7379 0.259
H 2.2585 2.7276 -1.7032 0.494
H 1.6946 -2.7465 0.5272 0.496
```

Output
HOMO level = -7.806 eV
M = 184.22 g/mol
Kohn-Sham gap = 8.32 eV

3.
C7H8N2O3 | wB97M-V/def2-TZVPD

```
20
Properties=species:S:1:pos:R:3:nbo_charge:R:1
C -0.0888 1.7320 -0.2089 0.640
C -1.5045 -0.0909 0.3254 0.058
C -2.9839 0.1381 0.2530 -0.433
C -2.3468 -1.0974 -0.3442 -0.439
C 2.5248 0.5989 -0.3886 0.585
C 3.2495 -0.1742 0.6798 0.055
C 1.7845 -1.4174 -0.2834 0.293
H 0.5269 2.0994 -1.0364 0.151
H -1.0062 -0.3075 1.2646 0.212
H -3.3473 0.8900 -0.4427 0.229
H -3.5524 0.0433 1.1749 0.222
H -2.5164 -2.0655 0.0975 0.219
H -2.2222 -1.1423 -1.4408 0.231
H 4.0119 0.2125 1.3361 0.220
H 1.2575 -2.3504 -0.4680 0.207
N 2.7731 -1.3745 0.7285 -0.429
N 1.5655 -0.3044 -0.9282 -0.498
O -0.0769 2.1915 0.9082 -0.601
O -0.7674 0.6673 -0.5975 -0.487
O 2.7190 1.7515 -0.6293 -0.433
```

Output
HOMO level = -10.099 eV
M = 168.15 g/mol
Kohn-Sham gap = 8.13 eV

4.
C7H8N2O3 | wB97M-V/def2-TZVPD

```
20
Properties=species:S:1:pos:R:3:nbo_charge:R:1
C -1.0261 2.4539 0.7224 -0.257
C -1.0895 0.2030 -0.2121 0.343
C -2.0485 -0.8073 -0.4967 -0.232
C -1.6047 -2.1088 -0.2946 -0.218
C -0.2245 -2.3885 0.0164 0.009
C 0.2962 -0.1950 -0.0814 0.042
C 1.4717 0.6673 -0.4963 0.608
H -0.3839 2.1160 1.6812 0.180
H -1.9731 2.9270 1.0435 0.191
H -0.3553 3.1413 0.1329 0.213
H -3.0875 -0.5310 -0.6894 0.245
H -2.2336 -2.9794 -0.4890 0.226
H 0.1730 -3.3236 0.3210 0.205
H 3.3240 0.9303 -0.7744 0.402
H 2.3907 -1.4104 0.3670 0.489
N 0.6159 -1.3804 0.2265 -0.440
N 2.7804 0.2138 -0.3732 -0.349
O -1.5022 1.5347 -0.1684 -0.499
O 1.3421 1.7908 -0.8995 -0.614
O 3.1351 -0.8539 0.4640 -0.541
```

Output
HOMO level = -8.816 eV
M = 168.15 g/mol
Kohn-Sham gap = 8.87 eV

5.
C7H8N2O3 | wB97M-V/def2-TZVPD

```
20
Properties=species:S:1:pos:R:3:nbo_charge:R:1
C 1.3034 -2.4310 -0.3821 -0.141
C 1.7228 -1.4982 -1.3370 -0.248
C 0.0322 -2.4293 0.2963 -0.215
C 0.9768 -0.3596 -1.4555 -0.124
C -0.5740 -1.1767 0.1837 -0.154
C -0.2108 -0.1571 -0.7035 -0.180
C -1.0540 1.0259 -0.8671 0.338
N -0.6242 1.8292 1.6796 -0.083
N -0.2452 2.3386 0.6348 0.218
O 0.4943 3.2416 0.3278 -0.463
O -2.3055 1.1787 -0.5756 -0.602
O -0.0099 2.4486 2.8601 -0.609
H 1.9729 -3.2915 -0.3157 0.206
H 2.7530 -1.7054 -1.6533 0.234
H -0.1197 -3.2140 0.9244 0.224
H 1.2716 0.3886 -2.1822 0.220
H -1.3196 -0.8252 0.7855 0.201
H -0.6502 1.8563 -1.4798 0.220
H -2.7138 0.3893 -0.2627 0.493
H -0.7001 2.3912 3.5224 0.465
```

Output
HOMO level (alpha / beta) = -8.034 / -8.032 eV
M = 168.15 g/mol
Kohn-Sham gap (alpha / beta) = 7.49 / 7.48 eV

6.
C7H8N2O4SSn | wB97M-V/def2-TZVPD

```
23
Properties=species:S:1:pos:R:3:nbo_charge:R:1
Sn 0.0261 0.0604 -2.0345 1.205
O 0.1321 2.8363 0.5509 -0.377
C 0.1267 2.4356 -0.5071 0.504
C -0.1045 -2.3995 -0.7823 0.494
O -0.1395 -2.8710 0.2636 -0.351
C 2.5106 -0.0907 -0.6004 0.493
O 3.0721 -0.1527 0.3827 -0.363
C -2.5023 0.1528 -0.6652 0.491
O -3.1030 0.1541 0.2819 -0.354
C 0.0342 0.7133 -4.2578 -0.537
H -0.8357 1.3465 -4.4680 0.296
H 0.9647 1.2621 -4.4446 0.295
C -0.0335 -0.7107 -4.3296 -0.423
H 0.8395 -1.3265 -4.5643 0.284
H -0.9568 -1.2375 -4.5868 0.285
N 0.0475 -1.1449 4.0486 -0.759
C -0.0050 -0.0483 3.2668 0.360
N 0.0322 1.1308 3.9165 -0.761
S -0.1144 -0.1426 1.5821 -0.463
H 0.0215 -1.0853 5.0619 0.417
H -0.0073 -2.0465 3.6008 0.425
H -0.0238 1.9781 3.3587 0.424
H 0.0186 1.1862 4.9261 0.416
```

Output
net charge = +2
HOMO level (alpha / beta) = -14.504 / -14.503 eV
M = 334.93 g/mol
Kohn-Sham gap (alpha / beta) = 4.16 / 4.16 eV

7.
C7H8N2OS | wB97M-V/def2-TZVPD

```
19
Properties=species:S:1:pos:R:3:nbo_charge:R:1
C -2.5106 1.6304 1.2262 -0.060
C -0.2822 2.3867 0.8472 -0.425
C -0.4949 1.0407 0.8207 0.318
C 1.1065 2.0215 0.5955 0.658
C -0.6396 -1.4229 -1.3435 -0.699
C 1.6760 -1.9520 -0.1754 -0.749
C 0.8696 -1.2521 -1.2151 0.103
N -1.7747 0.5777 1.0229 -0.443
N 0.8169 0.6980 0.5696 -0.514
O 2.0810 2.6873 0.4309 -0.517
S -1.7146 3.2263 1.0844 0.445
H -3.5353 1.6539 1.4992 0.216
H -0.7458 -2.5073 -1.6350 0.238
H -0.8841 -1.2722 -0.2175 0.248
H -1.1540 -0.7350 -1.9800 0.230
H 2.7216 -2.1748 -0.5469 0.234
H 1.2169 -2.6420 0.4237 0.223
H 1.8258 -1.0808 0.6327 0.314
H 1.4216 -0.8836 -2.0399 0.180
```

Output
HOMO level (alpha / beta) = -8.243 / -7.098 eV
M = 168.22 g/mol
Kohn-Sham gap (alpha / beta) = 8.24 / 5.49 eV

8.
C7H8N2S | wB97M-V/def2-TZVPD

```
18
Properties=species:S:1:pos:R:3:nbo_charge:R:1
C -0.4290 -0.5241 -1.4583 -0.218
C 1.6314 0.3120 1.2214 -0.283
C 1.1717 1.4553 0.7076 0.005
C -1.5500 -1.2788 -1.6094 -0.059
C -0.4875 -0.0003 -0.0263 0.019
C 0.5951 -0.7585 0.8358 -0.413
C -1.8516 -0.6216 0.4488 0.111
N -2.3210 -1.3762 -0.4430 -0.407
N -0.0253 1.4498 -0.0055 -0.592
S -1.2237 2.6087 -0.0483 0.225
H 0.4945 -0.2502 -1.9355 0.235
H 2.6211 0.2564 1.5613 0.228
H 1.8278 2.3265 0.6481 0.213
H -2.0837 -1.8026 -2.3382 0.213
H 1.0862 -1.5673 0.3914 0.224
H -0.0415 -1.2701 1.6278 0.209
H -2.0903 -0.8125 1.5112 0.199
H -1.1032 3.1759 -1.2277 0.092
```

Output
HOMO level = -8.339 eV
M = 152.22 g/mol
Kohn-Sham gap = 8.81 eV

9.
C7H8N4 | wB97M-V/def2-TZVPD

```
19
Properties=species:S:1:pos:R:3:nbo_charge:R:1
C 1.1307 0.0912 0.7109 -0.410
C 1.0221 -1.4425 0.3493 -0.406
C -1.1904 -0.6154 -0.0187 -0.445
C -0.3791 0.5454 0.6300 -0.276
C -0.1110 -1.4933 -0.6664 -0.075
C -0.4700 1.7957 -0.1952 0.044
C -0.4979 1.5487 -1.6676 0.063
N -1.1967 2.9711 0.1963 -0.037
N 0.0385 3.0139 0.4369 -0.047
N -0.0082 0.4458 -1.9446 -0.013
N 0.4081 -0.7096 -1.8299 -0.214
H 1.5804 0.3131 1.6911 0.226
H 1.9039 0.6022 0.0301 0.224
H 1.9684 -1.8662 0.1021 0.228
H 0.7822 -1.9818 1.2171 0.210
H -1.8190 -1.1417 0.7337 0.227
H -2.0599 -0.1925 -0.5814 0.240
H -0.7439 0.5822 1.6671 0.244
H -0.3581 -2.4662 -0.8608 0.217
```

Output
HOMO level = -8.652 eV
M = 148.17 g/mol
Kohn-Sham gap = 8.34 eV

10.
C7H8N4O | wB97M-V/def2-TZVPD

```
20
Properties=species:S:1:pos:R:3:nbo_charge:R:1
O 2.7295 -1.1537 -1.6189 -0.641
N -2.3923 -0.4448 1.4496 -0.483
N -0.2057 0.3679 1.5192 -0.492
C 1.5713 -1.1140 -1.2139 0.771
C -1.4406 0.2373 2.0482 0.431
C -2.0797 -1.0288 0.3579 0.139
C 0.1310 -0.2867 0.4103 0.405
C -0.8070 -1.0574 -0.1531 -0.188
N 1.3140 -0.2299 -0.1833 -0.597
N 0.7111 -2.0345 -1.7277 -0.607
C -1.4599 0.9444 3.3472 -0.633
C -0.5844 -2.1071 -1.1952 -0.219
H -2.7562 -1.7816 -0.2180 0.180
H 1.8779 0.5500 -0.0517 0.431
H 1.1810 -2.8573 -2.1970 0.433
H -1.5302 2.1296 3.1425 0.228
H -2.3250 0.6563 3.8075 0.217
H -0.6059 0.8221 3.9817 0.240
H -1.3761 -2.0126 -1.9197 0.194
H -0.7078 -3.0871 -0.7847 0.192
```

Output
HOMO level = -9.209 eV
M = 164.17 g/mol
Kohn-Sham gap = 9.74 eV

11.
C7H8N4OS | wB97M-V/def2-TZVPD

```
21
Properties=species:S:1:pos:R:3:nbo_charge:R:1
C 0.0645 -2.8207 1.3191 -0.080
C 1.0644 -2.4022 0.2519 -0.550
C 0.2691 0.1539 -0.2936 0.143
C -1.7146 0.1968 -1.4634 0.269
C -0.8697 2.1835 -0.9474 0.339
C 1.0167 2.7174 0.0864 -0.024
C 0.2321 1.5960 -0.3039 -0.252
H 0.8732 -1.6730 2.6677 0.467
H -0.2314 -3.8662 1.1800 0.192
H -0.8992 -2.2335 1.2416 0.178
H 1.9351 -3.0110 0.2571 0.233
H 0.5846 -2.4928 -0.7380 0.253
H -2.5294 -0.3454 -1.9012 0.184
H -1.2669 4.2383 -1.3405 0.419
H 1.9545 2.6797 0.6624 0.219
N -0.7579 -0.4970 -0.8262 -0.530
N -1.8238 1.5145 -1.6230 -0.459
N -0.6490 3.5452 -0.9604 -0.353
N 0.4900 3.8474 -0.3209 -0.210
O 0.6427 -2.6524 2.6153 -0.721
S 1.6150 -0.6786 0.4371 0.280
```

Output
HOMO level = -9.038 eV
M = 196.24 g/mol
Kohn-Sham gap = 9.07 eV

12.
C7H8N5O3 | wB97M-V/def2-TZVPD

```
23
Properties=species:S:1:pos:R:3:nbo_charge:R:1
C -1.5577 -0.5445 -0.2770 0.277
C 1.6362 1.5516 -0.8627 0.488
C 0.7448 -0.6407 -1.2008 0.580
C 3.0428 3.5237 -0.3345 0.658
C 1.0230 -1.7285 -2.2040 -0.664
C -3.6286 -1.4278 2.5425 -0.624
C -3.3695 -0.9728 1.1152 -0.055
N -0.3328 -0.6086 -0.5404 -0.474
N 4.2965 3.5931 0.1323 -0.469
N 4.7589 2.3631 0.2650 -0.067
N 3.9451 1.4589 -0.0755 -0.162
N 2.7776 2.0824 -0.4692 -0.417
O 2.2376 4.3830 -0.6283 -0.698
O 1.7837 0.1860 -1.0054 -0.493
O -1.9954 -1.1822 0.8325 -0.537
H 0.9443 -1.3185 -3.2116 0.227
H 2.0359 -2.0986 -2.0637 0.235
H 0.3099 -2.5399 -2.0900 0.221
H -3.4026 -2.4857 2.6407 0.206
H -2.9861 -0.8744 3.2212 0.214
H -4.6667 -1.2574 2.8134 0.204
H -3.6159 0.0884 0.9926 0.185
H -3.9810 -1.5507 0.4075 0.166
```

Output
expectation value of S² = 2.02
net charge = -1
HOMO level (alpha / beta) = -2.742 / -4.339 eV
M = 210.17 g/mol
Kohn-Sham gap (alpha / beta) = 5.64 / 5.95 eV
spin multiplicity = 3

13.
C7H8NO3S3 | wB97M-V/def2-TZVPD

```
22
Properties=species:S:1:pos:R:3:nbo_charge:R:1
C 1.0347 0.1188 -0.4413 -0.255
C 0.3637 -0.2350 -1.5629 -0.411
C 0.2028 0.4128 0.7411 -0.056
C -1.1361 0.0385 0.3845 0.102
C 0.6124 0.9413 1.9181 -0.442
C 2.4542 0.4217 -0.3706 -0.609
C -4.2808 0.2116 2.7244 -0.728
N -2.0617 0.0622 1.2503 -0.659
O 2.1674 -2.7809 -4.2757 -0.854
O 3.7749 -1.1353 -3.3422 -0.863
O 2.3624 -0.4913 -5.2360 -0.860
S -1.3407 -0.4678 -1.3340 0.196
S -3.6270 -0.2413 1.0786 0.428
S 2.5710 -1.4056 -4.1697 2.380
H -0.1070 1.3537 2.5447 0.198
H 1.6357 0.8926 2.1050 0.190
H 3.1304 -0.4099 -0.1217 0.200
H 2.5741 1.0890 0.3712 0.187
H 2.7537 0.8834 -1.3775 0.222
H -4.1575 1.2111 2.8255 0.207
H -3.6865 -0.2466 3.4166 0.213
H -5.2401 -0.2229 2.8717 0.215
```

Output
net charge = -1
HOMO level (alpha / beta) = -3.802 / -3.802 eV
M = 250.35 g/mol
Kohn-Sham gap (alpha / beta) = 5.52 / 5.51 eV